Entry 1:
This record from the OMol25 dataset describes a cluster of 10 separate species, C34H93IN8O9 in total. The level of theory is ωB97M-V/def2-TZVPD.

Summary:
HOMO level: 0.061 eV
Total charge: -2

Structure (XYZ):
```
145
Properties=species:S:1:pos:R:3:lowdin_charge:R:1
I -0.280 -0.041 -0.528 -0.142
C 4.984 -4.074 -0.954 -0.161
C 3.438 -3.799 -1.008 -0.535
O 2.828 -4.238 -2.198 -0.395
H 5.273 -5.108 -0.770 0.028
H 5.433 -3.456 -0.176 0.026
H 5.515 -3.860 -1.881 0.037
H 3.453 -2.710 -0.980 0.038
H 2.926 -4.053 -0.080 0.040
C -1.496 2.208 -6.408 -0.036
C -1.117 3.558 -5.706 -0.455
C -0.968 3.632 -4.216 -0.218
O -2.192 3.760 -3.563 -0.158
C -2.849 2.583 -3.278 -0.122
N 0.149 3.884 -6.250 0.008
H -1.023 1.325 -5.977 0.058
H -1.249 2.298 -7.466 0.066
H -2.579 2.107 -6.344 0.066
H -1.744 4.365 -6.084 0.133
H -0.371 4.532 -4.069 0.113
H -0.332 2.822 -3.862 0.125
H -2.901 1.820 -4.055 0.080
H -3.873 2.814 -2.982 0.085
H -2.454 2.173 -2.348 0.062
H 0.307 4.836 -5.952 0.065
H -0.026 4.035 -7.233 0.066
C 1.462 3.768 -1.352 -0.036
C 2.141 5.183 -0.969 -0.425
C 2.924 5.021 0.303 -0.187
O 3.228 6.295 0.969 -0.163
C 3.925 5.969 2.141 -0.171
N 2.977 5.564 -2.066 0.030
H 1.197 3.724 -2.408 0.039
H 0.538 3.594 -0.799 0.060
H 2.123 2.927 -1.139 0.064
H 1.380 5.931 -0.748 0.129
H 3.896 4.586 0.072 0.132
H 2.323 4.354 0.921 0.110
H 4.166 6.873 2.699 0.076
H 4.888 5.459 2.152 0.081
H 3.382 5.360 2.865 0.076
H 2.390 5.805 -2.852 0.064
H 3.455 6.420 -1.821 0.066
C -2.939 -2.447 -3.227 -0.103
C -1.681 -2.971 -3.881 -0.407
C -1.141 -1.943 -4.914 -0.216
O 0.172 -2.248 -5.318 -0.167
C 0.488 -1.490 -6.523 -0.103
N -0.673 -3.234 -2.830 0.065
H -3.467 -3.139 -2.570 0.069
H -3.663 -2.051 -3.940 0.059
H -2.692 -1.530 -2.693 0.048
H -1.906 -3.961 -4.276 0.127
H -1.244 -0.875 -4.723 0.112
H -1.776 -2.105 -5.785 0.104
H 1.543 -1.642 -6.749 0.077
H 0.455 -0.422 -6.310 0.060
H -0.017 -1.760 -7.451 0.075
H -1.176 -3.706 -2.092 0.053
H -0.576 -2.352 -2.348 -0.050
C -3.498 1.555 0.956 -0.138
C -3.627 1.434 2.431 -0.404
C -5.151 1.127 2.828 -0.108
O -5.310 0.728 4.254 -0.206
C -6.666 0.492 4.649 -0.138
N -2.793 0.282 2.718 0.074
H -2.528 1.934 0.636 0.031
H -4.166 2.299 0.521 0.067
H -3.656 0.603 0.450 0.059
H -3.320 2.420 2.781 0.104
H -5.528 0.267 2.274 0.114
H -5.599 2.084 2.561 0.108
H -7.223 1.429 4.655 0.073
H -6.771 0.013 5.623 0.074
H -7.217 -0.225 4.040 0.073
H -3.400 -0.499 2.514 0.015
H -2.125 0.178 1.967 -0.008
C 0.546 -3.757 2.143 -0.027
C 1.073 -3.553 3.593 -0.455
C 2.180 -4.440 4.141 -0.170
O 2.590 -3.721 5.310 -0.192
C 3.612 -4.411 5.914 -0.149
N 1.395 -2.188 3.727 0.047
H 1.366 -3.892 1.437 0.058
H -0.091 -2.925 1.843 0.065
H -0.006 -4.684 1.982 0.070
H 0.206 -3.772 4.216 0.103
H 2.977 -4.498 3.400 0.130
H 1.886 -5.485 4.236 0.129
H 3.858 -3.946 6.868 0.090
H 4.483 -4.603 5.288 0.090
H 3.319 -5.437 6.140 0.078
H 1.931 -2.254 4.581 0.072
H 2.024 -1.968 2.968 0.102
C -3.924 -2.151 5.667 -0.065
C -2.863 -2.887 4.869 -0.455
C -3.243 -3.368 3.484 -0.192
O -3.653 -2.246 2.739 -0.220
C -3.803 -2.448 1.314 -0.055
N -1.667 -2.069 4.918 0.076
H -3.714 -1.857 6.696 0.074
H -4.905 -2.615 5.571 0.067
H -4.146 -1.244 5.105 0.055
H -2.612 -3.802 5.406 0.120
H -3.970 -4.179 3.521 0.123
H -2.331 -3.864 3.149 0.112
H -4.530 -3.253 1.206 0.080
H -2.909 -2.789 0.792 0.086
H -4.151 -1.502 0.898 0.072
H -1.156 -2.659 4.277 0.018
H -1.123 -2.159 5.765 0.078
C 2.025 1.821 2.932 -0.097
C 0.859 1.546 3.770 -0.441
C -0.203 2.689 3.671 -0.150
O -1.269 2.359 4.587 -0.205
C -2.055 3.417 4.982 -0.164
N 0.166 0.381 3.258 0.046
H 1.711 2.314 2.012 0.066
H 2.624 0.935 2.720 0.083
H 2.770 2.444 3.426 0.064
H 1.240 1.318 4.766 0.136
H -0.635 2.767 2.673 0.122
H 0.220 3.646 3.976 0.109
H -2.845 2.951 5.571 0.090
H -2.519 3.925 4.136 0.073
H -1.453 4.063 5.621 0.077
H 0.788 -0.411 3.337 0.010
H 0.100 0.554 2.265 -0.061
C 2.723 0.989 -3.303 -0.064
C 2.733 -0.403 -4.057 -0.407
C 4.169 -0.854 -4.287 -0.194
O 4.352 -1.959 -5.201 -0.185
C 5.690 -2.134 -5.677 -0.116
N 2.015 -1.429 -3.300 0.078
H 3.140 0.681 -2.344 0.074
H 1.750 1.465 -3.181 0.033
H 3.359 1.771 -3.719 0.060
H 2.316 -0.324 -5.061 0.099
H 4.488 -1.277 -3.334 0.124
H 4.777 0.011 -4.552 0.110
H 5.840 -3.211 -5.756 0.080
H 6.344 -1.673 -4.937 0.075
H 5.827 -1.733 -6.681 0.066
H 2.612 -1.603 -2.504 0.038
H 1.316 -0.901 -2.798 -0.053
```


Entry 2:
This record from the OMol25 dataset describes a cluster of 9 separate species, C34H94N8O10 in total. The level of theory is ωB97M-V/def2-TZVPD.

Summary:
SMILES: COC[C@H](C)N.COC[C@H](C)N.COC[C@H](C)N.COC[C@H](C)N.COC[C@H](C)N.COC[C@H](C)N.COC[C@H](C)N.COC[C@H](C)N.OCCO
ΔE to the lowest compared entry with this formula, charge and spin: 524.6 kJ/mol
HOMO level: -8.444 eV
Total charge: 0

Structure (XYZ):
```
146
Properties=species:S:1:pos:R:3:lowdin_charge:R:1
C 2.609 5.295 -6.382 -0.134
O 1.931 5.026 -5.206 -0.215
C 0.879 4.068 -5.380 -0.172
C 0.361 3.598 -4.018 -0.391
C -0.042 4.760 -3.150 -0.083
N 1.291 2.901 -3.110 0.058
H 2.453 4.516 -7.128 0.090
H 3.674 5.508 -6.280 0.087
H 2.144 6.204 -6.764 0.090
H 0.132 4.467 -6.067 0.132
H 1.251 3.129 -5.789 0.121
H -0.517 2.998 -4.255 0.141
H -0.758 5.441 -3.610 0.083
H 0.812 5.374 -2.864 0.085
H -0.470 4.468 -2.191 0.059
H 0.817 2.607 -2.268 0.059
H 1.871 3.636 -2.730 0.042
C -4.551 -3.897 -3.579 -0.144
O -3.543 -3.488 -2.727 -0.219
C -2.991 -4.568 -1.911 -0.157
C -1.877 -3.884 -1.184 -0.396
C -0.676 -4.827 -1.212 -0.061
N -2.239 -3.612 0.215 0.064
H -4.566 -3.123 -4.346 0.091
H -5.464 -3.975 -2.988 0.088
H -4.370 -4.827 -4.116 0.082
H -3.854 -4.957 -1.370 0.131
H -2.629 -5.314 -2.618 0.116
H -1.612 -3.002 -1.766 0.124
H -0.462 -5.217 -2.207 0.075
H -0.770 -5.715 -0.588 0.085
H 0.241 -4.340 -0.879 0.046
H -2.762 -4.400 0.570 0.034
H -1.451 -3.515 0.838 0.049
C -2.484 4.916 0.494 -0.070
O -2.138 4.135 1.652 -0.226
C -3.085 4.110 2.729 -0.164
C -2.799 2.869 3.716 -0.422
C -2.702 1.567 2.902 -0.068
N -3.774 2.713 4.747 0.026
H -2.347 5.967 0.748 0.087
H -3.508 4.638 0.245 0.084
H -1.775 4.530 -0.238 0.069
H -3.036 5.079 3.225 0.119
H -4.113 3.931 2.412 0.110
H -1.900 3.051 4.306 0.118
H -3.660 1.501 2.388 0.073
H -2.367 0.634 3.354 0.079
H -1.875 1.595 2.192 0.060
H -4.536 3.354 4.575 0.063
H -4.200 1.815 4.566 0.062
C 5.988 -0.554 1.484 -0.086
O 5.365 -1.821 1.327 -0.180
C 3.987 -1.848 0.916 -0.179
C 3.250 -3.176 1.152 -0.386
C 3.920 -4.468 0.605 -0.046
N 1.799 -3.122 0.954 0.055
H 5.183 0.179 1.420 0.068
H 6.740 -0.507 0.696 0.085
H 6.558 -0.512 2.412 0.088
H 3.363 -1.042 1.304 0.097
H 3.920 -1.517 -0.120 0.092
H 3.260 -3.345 2.229 0.131
H 3.883 -5.334 1.267 0.070
H 4.990 -4.347 0.439 0.068
H 3.514 -4.786 -0.355 0.068
H 1.355 -3.987 1.229 0.073
H 1.719 -3.143 -0.053 0.043
C -8.138 -0.855 -0.481 -0.047
O -6.960 -1.186 -1.258 -0.190
C -5.912 -0.316 -1.138 -0.273
C -5.010 -0.471 0.049 -0.466
C -3.644 0.192 -0.071 -0.061
N -4.859 -1.863 0.378 0.075
H -8.738 -1.765 -0.471 0.090
H -8.624 -0.020 -0.986 0.087
H -7.812 -0.607 0.529 0.086
H -5.382 -0.219 -2.085 0.131
H -6.194 0.737 -1.132 0.122
H -5.486 0.028 0.894 0.113
H -3.149 -0.368 -0.864 0.081
H -3.011 0.072 0.809 0.051
H -3.601 1.256 -0.304 0.081
H -5.380 -2.292 -0.373 0.061
H -3.864 -2.033 0.360 0.024
C 5.225 3.407 1.757 -0.106
O 3.997 2.699 1.935 -0.186
C 3.849 2.354 3.307 -0.211
C 2.751 1.247 3.437 -0.427
C 1.388 1.948 3.316 -0.070
N 2.793 0.589 4.721 0.046
H 5.369 3.513 0.681 0.062
H 6.101 2.779 1.913 0.083
H 5.293 4.388 2.228 0.094
H 4.703 1.771 3.650 0.114
H 3.582 3.184 3.961 0.129
H 3.003 0.584 2.609 0.112
H 0.977 2.451 4.191 0.074
H 0.579 1.223 3.223 0.057
H 1.300 2.680 2.513 0.080
H 1.998 -0.007 4.542 0.067
H 2.523 1.262 5.424 0.073
C -1.393 -2.666 3.651 -0.082
O -1.027 -3.889 3.052 -0.214
C -1.585 -5.020 3.632 -0.206
C -3.116 -5.274 3.543 -0.404
C -3.491 -6.768 3.839 -0.045
N -3.866 -4.755 2.378 0.029
H -0.803 -1.873 3.191 0.078
H -1.158 -2.833 4.702 0.092
H -2.440 -2.400 3.506 0.084
H -1.020 -5.861 3.232 0.125
H -1.399 -4.948 4.704 0.118
H -3.556 -4.638 4.310 0.116
H -2.944 -7.270 3.041 0.077
H -4.560 -6.897 3.670 0.067
H -3.353 -6.990 4.897 0.077
H -3.705 -3.762 2.284 0.033
H -4.852 -4.719 2.595 0.075
C 5.181 0.240 -2.184 -0.105
O 5.992 1.237 -2.767 -0.203
C 5.699 2.615 -2.345 -0.138
C 4.648 3.144 -3.337 -0.420
C 4.965 3.001 -4.833 -0.047
N 4.144 4.504 -3.078 0.052
H 5.056 0.384 -1.111 0.068
H 5.811 -0.650 -2.212 0.099
H 4.298 0.198 -2.821 0.091
H 5.399 2.659 -1.298 0.091
H 6.524 3.322 -2.257 0.120
H 3.795 2.469 -3.261 0.099
H 5.298 1.978 -5.008 0.076
H 5.742 3.666 -5.209 0.078
H 4.074 3.237 -5.413 0.056
H 3.299 4.563 -3.627 0.015
H 4.724 5.150 -3.594 0.065
O -0.118 -0.576 0.894 -0.105
C 0.248 0.341 -0.226 -0.196
C 0.573 -0.370 -1.530 -0.196
O 1.864 -0.976 -1.334 -0.087
H 0.638 -1.166 0.939 0.015
H -0.655 0.923 -0.410 0.102
H 1.064 0.967 0.134 0.112
H 0.622 0.361 -2.337 0.096
H -0.211 -1.099 -1.738 0.113
H 2.572 -0.330 -1.386 0.054
```


Entry 3:
This record from the OMol25 dataset describes a cluster of 9 separate species, C34H94N8O10 in total. The level of theory is ωB97M-V/def2-TZVPD.

Summary:
SMILES: COC[C@H](C)N.COC[C@H](C)N.COC[C@H](C)N.COC[C@H](C)N.COC[C@H](C)N.COC[C@H](C)N.COC[C@H](C)N.COC[C@H](C)N.OCCO
ΔE to the lowest compared entry with this formula, charge and spin: 737.4 kJ/mol
HOMO level: -9.179 eV
Total charge: 0

Structure (XYZ):
```
146
Properties=species:S:1:pos:R:3:lowdin_charge:R:1
C 1.010 -0.680 -10.208 -0.070
O 1.494 -0.708 -8.829 -0.171
C 1.785 0.523 -8.217 -0.212
C 0.653 1.260 -7.350 -0.451
C -0.318 1.980 -8.228 -0.077
N 1.329 2.131 -6.447 0.033
H 0.209 -1.418 -10.226 0.080
H 1.738 -1.174 -10.851 0.077
H 0.688 0.292 -10.582 0.077
H 2.471 0.256 -7.413 0.108
H 2.259 1.334 -8.769 0.128
H 0.180 0.390 -6.896 0.131
H -0.076 3.029 -8.395 0.077
H -1.286 2.026 -7.730 0.068
H -0.490 1.589 -9.231 0.060
H 0.906 2.214 -5.534 0.077
H 2.304 1.884 -6.355 0.063
C -8.017 -8.337 3.280 -0.129
O -7.461 -7.100 2.966 -0.187
C -8.263 -5.954 3.206 -0.175
C -7.647 -4.904 2.203 -0.454
C -6.260 -4.398 2.533 -0.065
N -8.449 -3.704 2.243 0.013
H -8.610 -8.374 4.194 0.089
H -7.339 -9.181 3.153 0.087
H -8.700 -8.617 2.478 0.079
H -9.315 -6.051 2.936 0.116
H -8.198 -5.569 4.224 0.124
H -7.731 -5.253 1.174 0.136
H -6.313 -4.175 3.599 0.079
H -5.977 -3.472 2.033 0.084
H -5.603 -5.243 2.325 0.080
H -9.406 -3.993 2.388 0.061
H -8.110 -3.260 3.084 0.061
C 2.291 -5.052 5.681 -0.124
O 1.150 -4.422 6.193 -0.201
C 1.448 -3.346 7.134 -0.157
C 0.089 -2.662 7.685 -0.435
C -0.634 -1.977 6.486 -0.057
N 0.434 -1.787 8.733 0.015
H 2.980 -5.213 6.510 0.080
H 2.793 -4.429 4.940 0.084
H 1.962 -6.003 5.262 0.089
H 2.037 -3.728 7.968 0.112
H 2.047 -2.509 6.777 0.113
H -0.461 -3.480 8.149 0.133
H -1.695 -1.745 6.574 0.067
H -0.692 -2.680 5.654 0.066
H -0.077 -1.085 6.201 0.075
H -0.399 -1.274 8.985 0.076
H 0.896 -1.000 8.298 0.067
C -3.378 8.215 -4.234 -0.147
O -3.227 7.550 -3.076 -0.193
C -2.925 6.165 -3.130 -0.181
C -4.145 5.260 -3.434 -0.392
C -5.198 5.116 -2.285 -0.052
N -3.666 3.868 -3.658 0.010
H -2.639 7.734 -4.875 0.086
H -3.123 9.275 -4.216 0.093
H -4.415 8.020 -4.506 0.091
H -2.149 6.036 -3.884 0.111
H -2.493 5.811 -2.194 0.128
H -4.685 5.614 -4.312 0.120
H -5.253 5.956 -1.592 0.076
H -5.173 4.127 -1.829 0.067
H -6.165 5.057 -2.785 0.064
H -3.059 3.792 -4.462 0.057
H -4.389 3.266 -4.027 0.066
C 3.165 7.549 -2.013 -0.095
O 4.276 6.689 -1.659 -0.203
C 3.959 5.298 -1.984 -0.188
C 5.292 4.589 -2.383 -0.364
C 6.029 5.269 -3.631 -0.058
N 5.087 3.162 -2.845 0.011
H 3.163 8.602 -1.731 0.087
H 2.196 7.074 -1.859 0.076
H 3.224 7.450 -3.097 0.078
H 3.468 4.813 -1.140 0.117
H 3.310 5.050 -2.823 0.115
H 5.993 4.648 -1.550 0.118
H 7.078 5.019 -3.788 0.063
H 5.965 6.353 -3.535 0.065
H 5.602 4.880 -4.556 0.066
H 4.720 2.480 -2.197 0.059
H 5.935 2.838 -3.289 0.056
C -1.513 7.683 6.004 -0.086
O -2.086 6.393 5.752 -0.222
C -1.227 5.355 5.325 -0.209
C -1.461 5.318 3.830 -0.430
C -2.831 4.763 3.516 -0.062
N -0.372 4.545 3.154 0.038
H -1.022 7.551 6.968 0.085
H -2.282 8.429 6.202 0.085
H -0.867 8.042 5.203 0.083
H -0.195 5.623 5.551 0.120
H -1.485 4.392 5.766 0.128
H -1.247 6.351 3.553 0.129
H -2.954 3.680 3.534 0.080
H -3.263 4.885 2.522 0.075
H -3.541 5.121 4.262 0.079
H 0.169 5.226 2.641 0.060
H -0.935 4.027 2.494 0.047
C 0.916 -6.157 -4.737 -0.086
O -0.154 -6.466 -5.635 -0.206
C -0.198 -5.782 -6.857 -0.217
C -1.539 -5.848 -7.561 -0.488
C -2.667 -5.228 -6.898 -0.090
N -1.889 -7.192 -7.911 0.047
H 0.758 -6.756 -3.840 0.087
H 0.677 -5.110 -4.549 0.083
H 1.962 -6.262 -5.027 0.084
H 0.021 -4.740 -6.622 0.118
H 0.657 -6.151 -7.424 0.124
H -1.441 -5.245 -8.464 0.143
H -2.838 -4.160 -7.030 0.081
H -2.786 -5.457 -5.839 0.086
H -3.549 -5.647 -7.383 0.082
H -1.080 -7.439 -8.465 0.071
H -1.899 -7.840 -7.136 0.081
C 6.557 -1.956 4.925 -0.137
O 6.834 -2.754 6.050 -0.171
C 8.249 -2.873 6.323 -0.195
C 8.530 -3.544 7.648 -0.474
C 8.081 -2.642 8.851 -0.054
N 9.896 -3.905 7.818 0.043
H 7.058 -0.997 4.794 0.082
H 5.524 -1.609 4.955 0.082
H 6.705 -2.479 3.980 0.083
H 8.695 -3.562 5.606 0.120
H 8.731 -1.896 6.299 0.130
H 7.853 -4.398 7.631 0.134
H 7.070 -2.237 8.885 0.071
H 8.646 -1.740 9.090 0.071
H 8.199 -3.214 9.771 0.064
H 9.624 -4.695 8.386 0.077
H 10.298 -4.376 7.020 0.073
O -1.667 0.627 -0.496 -0.064
C -0.960 -0.543 -0.985 -0.253
C 0.017 -1.103 -0.034 -0.201
O 1.199 -0.206 0.321 -0.092
H -1.871 1.204 -1.235 0.076
H -1.693 -1.321 -1.197 0.119
H -0.350 -0.367 -1.871 0.120
H 0.472 -2.019 -0.411 0.117
H -0.453 -1.499 0.866 0.112
H 0.912 0.629 0.698 0.061
```


| no. | frontier orbital gap (eV) | lowest unoccupied orbital energy (eV) |
| --- | --- | --- |
| 1 | 3.8 | 3.8748 |
| 2 | 9.0 | 0.6000 |
| 3 | 9.3 | 0.0834 |